No. 1
This record from the OMol25 dataset describes a single CH2O2S3 molecule. The level of theory is wB97M-V/def2-TZVPD.

Last column: natural (NBO) charge in e.
Atoms and positions in Å:
1 O 0.775 -1.206 -1.203  -0.87
2 S 0.907 -0.340 0.035  1.99
3 O 1.647 -0.822 1.149  -0.87
4 S 0.749 1.772 -0.288  -0.05
5 C -0.516 0.467 0.498  -0.76
6 S -1.949 0.051 -0.381  0.08
7 H -0.428 0.540 1.623  0.30
8 H -1.185 -0.463 -1.432  0.19

As for the largest force on an atom: 4.134 eV/Å. The total charge is 0. Its energy above the lowest of the compared OMol25 structures with the same formula, charge and spin is 1.616 eV. The calculation puts the frontier orbital gap at 8.96 eV.


No. 2
This record from the OMol25 dataset describes a single CH2O2S3 molecule. The level of theory is wB97M-V/def2-TZVPD.

Last column: natural (NBO) charge in e.
Atoms and positions in Å:
1 O -1.622 0.192 0.720  -0.86
2 S -0.088 -0.295 0.937  1.89
3 O 0.480 -0.162 2.207  -0.85
4 S 0.437 -1.839 -0.242  0.00
5 C 0.776 0.091 -0.577  -0.67
6 S -0.362 0.855 -1.685  -0.09
7 H 1.799 0.395 -0.791  0.28
8 H -1.420 0.762 -0.569  0.30

As for the largest force on an atom: 5.674 eV/Å. The total charge is 0. Its energy above the lowest of the compared OMol25 structures with the same formula, charge and spin is 2.492 eV. The calculation puts the frontier orbital gap at 8.57 eV.


No. 3
This record from the OMol25 dataset describes 2 unconnected molecules or ions with the total composition CH2O3PS. The level of theory is wB97M-V/def2-TZVPD.

Last column: natural (NBO) charge in e.
Atoms and positions in Å:
1 C -1.513 -0.588 0.267  0.42
2 O -2.512 0.256 0.449  -0.68
3 O -1.518 -1.750 0.700  -0.57
4 O -0.973 1.662 -0.891  -1.02
5 P -0.297 0.338 -0.897  1.25
6 S 4.179 -0.229 0.555  -0.97
7 H -2.248 1.130 0.072  0.51
8 H 4.881 -0.819 -0.256  0.06

As for the largest force on an atom: 4.391 eV/Å. The total charge is -1. Its energy above the lowest of the compared OMol25 structures with the same formula, charge and spin is 2.799 eV. The calculation puts the frontier orbital gap (alpha / beta) at 3.57 / 3.93 eV.


No. 4
This record from the OMol25 dataset describes a single CH2O3S molecule. The level of theory is wB97M-V/def2-TZVPD.

Last column: natural (NBO) charge in e.
Atoms and positions in Å:
1 C -0.074 -0.339 -0.119  -0.30
2 O 0.420 -1.165 -1.230  -0.15
3 O 0.151 -0.690 -2.395  -0.26
4 O -2.518 -1.436 -0.576  -0.81
5 S -1.225 -1.812 -0.053  1.07
6 H 0.543 -0.416 0.888  0.22
7 H -0.294 0.561 -0.509  0.23

As for the largest force on an atom: 5.945 eV/Å. The total charge is 0. Its energy above the lowest of the compared OMol25 structures with the same formula, charge and spin is 5.735 eV. The calculation puts the frontier orbital gap (alpha / beta) at 9.19 / 7.87 eV.


No. 5
This record from the OMol25 dataset describes a single CH2O3S2 molecule. The level of theory is wB97M-V/def2-TZVPD.

Last column: natural (NBO) charge in e.
Atoms and positions in Å:
1 C 1.012 0.458 -0.543  -0.21
2 O -1.222 0.148 1.279  -0.90
3 O -0.837 -1.248 -0.788  -0.90
4 O -0.147 1.037 -0.675  -0.66
5 S 1.447 -0.526 0.668  0.27
6 S -1.467 -0.055 -0.341  1.71
7 H 1.687 0.623 -1.281  0.20
8 H -0.473 -0.436 1.681  0.49

As for the spin multiplicity: 3. As for the largest force on an atom: 3.241 eV/Å. The total charge is 0. Its energy above the lowest of the compared OMol25 structures with the same formula, charge and spin is 0.386 eV. The calculation puts the frontier orbital gap (alpha / beta) at 7.38 / 7.37 eV.


No. 6
This record from the OMol25 dataset describes a molecular structure, CH2O3Sm. The level of theory is wB97M-V/def2-TZVPD.

Last column: natural (NBO) charge in e.
Atoms and positions in Å:
1 H -0.958 -0.309 1.455  0.58
2 O 0.298 -0.227 -1.070  -0.70
3 C 0.284 -0.520 0.227  0.94
4 O -0.165 -1.566 0.701  -0.54
5 O -0.350 0.482 0.821  -0.81
6 Sm -0.233 2.634 -0.638  1.00
7 H 1.124 -0.494 -1.498  0.53

As for the spin multiplicity: 8. As for the largest force on an atom: 7.280 eV/Å. The total charge is +1. The calculation puts the frontier orbital gap (alpha / beta) at 4.89 / 10.65 eV.


No. 7
This record from the OMol25 dataset describes a molecular structure, CH2O4P. The level of theory is wB97M-V/def2-TZVPD.

Last column: natural (NBO) charge in e.
Atoms and positions in Å:
1 C -1.060 -0.002 -0.087  0.20
2 O 2.233 1.164 0.365  -1.08
3 O 1.369 -1.274 -0.273  -1.10
4 O -0.159 0.347 0.972  -0.84
5 O -0.616 0.543 -1.182  -0.83
6 P 1.222 0.149 0.077  2.44
7 H -0.851 -1.103 -0.073  0.10
8 H -2.137 0.176 0.202  0.10

As for the largest force on an atom: 3.279 eV/Å. The total charge is -1. Its energy above the lowest of the compared OMol25 structures with the same formula, charge and spin is 1.259 eV. The calculation puts the frontier orbital gap at 8.81 eV.


No. 8
This record from the OMol25 dataset describes 2 unconnected molecules or ions with the total composition CH2O4S. The level of theory is wB97M-V/def2-TZVPD.

Last column: natural (NBO) charge in e.
Atoms and positions in Å:
1 C 3.744 0.224 0.031  1.03
2 O 3.701 -0.127 1.120  -0.53
3 O 1.632 -1.458 -0.472  -0.93
4 O -0.720 -0.674 -0.724  -0.90
5 O 3.793 0.609 -1.043  -0.50
6 S 0.527 -1.021 0.329  1.38
7 H -1.488 -0.334 -0.262  0.49
8 H 0.819 0.399 0.578  -0.04

As for the largest force on an atom: 2.542 eV/Å. The total charge is 0. Its energy above the lowest of the compared OMol25 structures with the same formula, charge and spin is 0.394 eV. The calculation puts the frontier orbital gap at 10.20 eV.


No. 9
This record from the OMol25 dataset describes a single CH2O4S molecule. The level of theory is wB97M-V/def2-TZVPD.

Last column: natural (NBO) charge in e.
Atoms and positions in Å:
1 O -2.489 0.553 -0.088  -0.46
2 C -1.451 0.057 -0.230  0.63
3 O -0.286 0.878 0.263  -0.75
4 S 1.111 0.083 0.122  2.26
5 O 0.954 -0.974 -0.785  -0.96
6 O 2.159 0.990 0.065  -0.88
7 H -1.031 -0.895 -0.645  0.19
8 H 1.032 -0.692 1.298  -0.03

As for the largest force on an atom: 4.080 eV/Å. The total charge is 0. Its energy above the lowest of the compared OMol25 structures with the same formula, charge and spin is 1.360 eV. The calculation puts the frontier orbital gap at 12.23 eV.


No. 10
This record from the OMol25 dataset describes a molecular structure, CH2O4S2. The level of theory is wB97M-V/def2-TZVPD.

Last column: natural (NBO) charge in e.
Atoms and positions in Å:
1 C 0.857 1.160 0.006  -0.91
2 O 1.344 2.213 -2.439  -1.09
3 O 0.800 -0.772 1.961  -1.05
4 O 0.157 0.094 -2.570  -1.07
5 O 2.792 -0.471 0.589  -1.02
6 S 1.199 0.797 -1.826  1.44
7 S 1.343 -0.365 0.651  1.89
8 H -0.827 1.470 0.360  -0.04
9 H 0.889 -1.716 -0.092  -0.15

As for the largest force on an atom: 4.053 eV/Å. The total charge is -2. Its energy above the lowest of the compared OMol25 structures with the same formula, charge and spin is 4.390 eV. The calculation puts the frontier orbital gap at 5.64 eV.


No. 11
This record from the OMol25 dataset describes a molecular structure, CH2O5P. The level of theory is wB97M-V/def2-TZVPD.

Last column: natural (NBO) charge in e.
Atoms and positions in Å:
1 C -1.871 -0.030 -0.144  1.07
2 O -0.287 0.807 0.235  -1.15
3 O -1.482 -1.115 -0.074  -0.66
4 O 1.313 -1.254 0.472  -1.08
5 O 2.096 1.021 -0.254  -1.04
6 O -2.765 0.707 -0.430  -0.64
7 P 1.123 0.392 0.902  1.51
8 H 0.357 -1.684 0.379  0.51
9 H 1.517 1.156 -1.086  0.49

As for the largest force on an atom: 4.363 eV/Å. The total charge is -1. Its energy above the lowest of the compared OMol25 structures with the same formula, charge and spin is 1.629 eV. The calculation puts the frontier orbital gap at 8.45 eV.


No. 12
This record from the OMol25 dataset describes a gas-phase ion, CH2O5P (charge -1). The level of theory is wB97M-V/def2-TZVPD.

Last column: natural (NBO) charge in e.
Atoms and positions in Å:
1 C 1.578 0.264 -0.291  0.16
2 O -1.596 0.281 -0.720  -1.01
3 O -1.472 -1.387 1.210  -1.15
4 O 0.666 -0.627 -0.335  -0.77
5 O -0.515 0.946 1.425  -1.15
6 O 2.748 0.077 -0.460  -0.26
7 P -0.831 -0.223 0.635  2.49
8 H 1.023 1.233 -0.183  0.22
9 H -1.601 -0.564 -1.280  0.48

As for the spin multiplicity: 3. As for the largest force on an atom: 8.281 eV/Å. The total charge is -1. The calculation puts the frontier orbital gap (alpha / beta) at 4.70 / 6.89 eV.


No. 13
This record from the OMol25 dataset describes a single CH2O5S molecule. The level of theory is wB97M-V/def2-TZVPD.

Last column: natural (NBO) charge in e.
Atoms and positions in Å:
1 O 1.530 0.463 -0.351  -0.59
2 C 1.249 -0.656 -0.085  0.66
3 O 0.107 -1.178 0.198  -0.63
4 S -1.147 0.011 -0.034  2.51
5 O -2.282 -0.609 0.556  -0.84
6 O -1.102 0.333 -1.398  -0.89
7 O -0.522 1.285 0.756  -0.90
8 H 1.911 -1.462 0.017  0.12
9 H 0.256 1.813 0.342  0.57

As for the largest force on an atom: 4.291 eV/Å. The total charge is 0. Its energy above the lowest of the compared OMol25 structures with the same formula, charge and spin is 0.392 eV. The calculation puts the frontier orbital gap at 12.06 eV.


No. 14
This record from the OMol25 dataset describes a single CH2OS2 molecule. The level of theory is wB97M-V/def2-TZVPD.

Last column: natural (NBO) charge in e.
Atoms and positions in Å:
1 C 0.330 0.388 -0.599  -0.55
2 S 1.866 0.485 0.242  1.33
3 O 2.375 1.777 0.001  -0.89
4 S 2.830 -1.017 -0.133  -0.30
5 H -0.103 -0.607 -0.348  0.20
6 H -0.380 1.139 -0.736  0.21

As for the largest force on an atom: 4.959 eV/Å. The total charge is 0. Its energy above the lowest of the compared OMol25 structures with the same formula, charge and spin is 3.628 eV. The calculation puts the frontier orbital gap (alpha / beta) at 7.49 / 7.66 eV.


No. 15
This record from the OMol25 dataset describes a single CH2OS2 molecule. The level of theory is wB97M-V/def2-TZVPD.

Last column: natural (NBO) charge in e.
Atoms and positions in Å:
1 O -1.197 -1.029 -1.223  -0.54
2 C -0.478 -0.404 -0.508  0.25
3 S -0.932 -0.249 1.217  0.02
4 S 1.025 0.338 -1.147  0.03
5 H 0.146 0.453 1.657  0.12
6 H 1.435 0.891 0.004  0.12

As for the largest force on an atom: 0.605 eV/Å. The total charge is 0. Its energy above the lowest of the compared OMol25 structures with the same formula, charge and spin is 0.112 eV. The calculation puts the frontier orbital gap at 10.60 eV.


No. 16
This record from the OMol25 dataset describes a molecular structure, CH2P2S3. The level of theory is wB97M-V/def2-TZVPD.

Last column: natural (NBO) charge in e.
Atoms and positions in Å:
1 C -1.017 -0.078 -0.008  -1.03
2 P 0.300 -0.418 1.319  0.59
3 P 0.203 -0.357 -1.425  0.62
4 S 1.154 -1.779 -0.024  -0.33
5 S 1.371 1.393 1.021  -0.19
6 S 1.471 1.307 -1.135  -0.18
7 H -1.686 -0.899 0.067  0.25
8 H -1.795 0.832 0.186  0.27

As for the largest force on an atom: 3.096 eV/Å. The total charge is 0. Its energy above the lowest of the compared OMol25 structures with the same formula, charge and spin is 0.000 eV. The calculation puts the frontier orbital gap at 8.58 eV.


No. 17
This record from the OMol25 dataset describes a single CH2S molecule. The level of theory is wB97M-V/def2-TZVPD.

Last column: natural (NBO) charge in e.
Atoms and positions in Å:
1 C 0.065 -0.089 -0.046  -0.50
2 S -1.535 -0.066 -0.018  0.11
3 H 0.930 -0.811 0.042  0.21
4 H 0.540 0.966 0.021  0.18

As for the largest force on an atom: 3.408 eV/Å. The total charge is 0. Its energy above the lowest of the compared OMol25 structures with the same formula, charge and spin is 0.326 eV. The calculation puts the frontier orbital gap at 8.44 eV.


No. 18
This record from the OMol25 dataset describes a molecular structure, CH36ClNiO21. The level of theory is wB97M-V/def2-TZVPD.

Last column: natural (NBO) charge in e.
Atoms and positions in Å:
1 Ni 0.537 -2.119 -1.612  1.44
2 C -1.278 -3.319 -2.827  0.92
3 O -2.244 -3.907 -3.326  -0.78
4 O -0.083 -3.403 -3.080  -0.87
5 O -1.458 -2.497 -1.944  -0.90
6 Cl 0.311 -0.629 0.397  -0.88
7 O -4.110 -3.488 -1.012  -0.94
8 H -3.361 -2.893 -1.043  0.50
9 H -4.699 -3.100 -0.365  0.43
10 O -3.947 3.285 0.652  -0.96
11 H -3.356 2.624 1.011  0.49
12 H -4.721 3.246 1.214  0.47
13 O -3.498 -0.397 -1.969  -0.99
14 H -3.271 0.520 -1.816  0.47
15 H -2.685 -0.876 -1.805  0.49
16 O -0.535 3.126 2.673  -0.99
17 H -1.153 3.755 3.046  0.48
18 H -1.085 2.503 2.196  0.50
19 O 3.138 0.706 -2.845  -0.94
20 H 3.407 1.109 -3.670  0.48
21 H 3.321 1.373 -2.182  0.49
22 O 3.948 0.843 1.239  -0.96
23 H 4.100 0.775 2.181  0.47
24 H 3.227 0.236 1.068  0.49
25 O 0.538 3.774 -3.286  -0.96
26 H 1.368 4.176 -3.028  0.45
27 H 0.254 3.292 -2.509  0.50
28 O 4.492 -2.014 0.046  -0.94
29 H 5.314 -1.821 -0.405  0.48
30 H 4.479 -1.412 0.790  0.49
31 O 0.582 -3.727 -0.236  -0.97
32 H 0.258 -3.855 0.655  0.51
33 H 0.770 -4.610 -0.553  0.49
34 O 0.714 -2.350 5.042  -0.95
35 H -0.198 -2.385 5.331  0.47
36 H 0.982 -1.445 5.203  0.49
37 O -0.344 -3.244 2.505  -0.98
38 H -0.333 -2.381 2.091  0.48
39 H -0.108 -3.076 3.417  0.48
40 O -2.244 1.340 1.624  -0.97
41 H -2.708 1.011 2.393  0.49
42 H -1.741 0.590 1.307  0.53
43 O 0.013 2.200 -0.907  -1.01
44 H 0.445 2.777 -0.277  0.49
45 H 0.026 1.338 -0.491  0.51
46 O 2.575 -2.342 -1.795  -0.98
47 H 3.272 -2.254 -1.145  0.51
48 H 3.026 -2.298 -2.638  0.49
49 O 0.780 -0.500 -2.957  -0.98
50 H 1.571 0.035 -2.886  0.50
51 H 0.293 -0.112 -3.684  0.50
52 O -0.208 0.267 3.694  -0.99
53 H -0.092 -0.163 2.847  0.49
54 H -0.139 1.202 3.500  0.48
55 O 1.176 4.337 0.959  -0.97
56 H 0.722 3.946 1.706  0.50
57 H 2.105 4.269 1.181  0.46
58 O -2.750 2.491 -1.578  -0.98
59 H -3.449 2.702 -0.959  0.48
60 H -1.947 2.770 -1.138  0.48

As for the spin multiplicity: 3. As for the largest force on an atom: 9.057 eV/Å. The total charge is -1. Its energy above the lowest of the compared OMol25 structures with the same formula, charge and spin is 0.363 eV. The calculation puts the frontier orbital gap (alpha / beta) at 4.82 / 4.99 eV.


No. 19
This record from the OMol25 dataset describes 2 unconnected molecules or ions with the total composition CH3Br2ClOSi. The level of theory is wB97M-V/def2-TZVPD.

Last column: natural (NBO) charge in e.
Atoms and positions in Å:
1 C -1.117 -0.747 1.051  -0.24
2 O 0.232 -0.691 0.802  -0.77
3 Si 1.142 0.703 -0.951  1.26
4 Cl 0.438 2.399 -0.307  -0.30
5 Br 3.273 0.423 -1.033  -0.20
6 Br 0.382 0.170 -2.895  -0.22
7 H -1.281 -1.594 1.847  0.19
8 H -1.724 -0.918 0.062  0.14
9 H -1.346 0.254 1.423  0.15

As for the largest force on an atom: 4.496 eV/Å. The total charge is 0. Its energy above the lowest of the compared OMol25 structures with the same formula, charge and spin is 3.722 eV. The calculation puts the frontier orbital gap at 8.24 eV.


No. 20
This record from the OMol25 dataset describes a molecular structure, CH3Br2ClP. The level of theory is wB97M-V/def2-TZVPD.

Last column: natural (NBO) charge in e.
Atoms and positions in Å:
1 C -1.119 -0.040 -0.336  -0.97
2 P 0.665 0.025 0.087  1.01
3 Cl 1.548 0.972 2.545  -0.09
4 Br 1.736 -1.917 -0.072  0.07
5 Br 1.753 1.235 -1.425  0.07
6 H -1.688 -1.048 -0.230  0.33
7 H -1.428 0.432 -1.172  0.29
8 H -1.467 0.340 0.604  0.29

As for the largest force on an atom: 5.558 eV/Å. The total charge is +1. Its energy above the lowest of the compared OMol25 structures with the same formula, charge and spin is 3.281 eV. The calculation puts the frontier orbital gap (alpha / beta) at 7.27 / 7.26 eV.